{"formula": "C5H8FO3P", "method": "the ωB97M-V functional and the def2-TZVPD basis", "elements": ["C", "C", "C", "C", "C", "O", "O", "O", "F", "P", "H", "H", "H", "H", "H", "H", "H", "H"], "positions_angstrom": [[1.1520, 0.4264, 0.8967], [-0.4295, 0.4379, -0.9899], [-0.7859, -0.6094, 0.0783], [0.8987, 0.8934, -0.4589], [-2.1665, -0.3921, 0.6975], [2.0076, 0.7849, 1.6543], [0.2163, -0.5693, 1.2139], [-1.3524, 1.5405, -0.8900], [1.4697, 1.9924, -1.0215], [2.6144, -1.4739, -0.9606], [-0.5225, 0.0735, -2.0797], [-0.6722, -1.7186, -0.2556], [-2.8593, 0.0522, -0.0022], [-2.1091, 0.4500, 1.4598], [-2.4493, -1.2956, 1.3125], [-1.7242, 1.6840, -0.0299], [3.2215, -1.8277, 0.3413], [3.4909, -0.4484, -0.9661]], "nbo_charge": [0.636, -0.039, 0.066, 0.375, -0.661, -0.543, -0.509, -0.711, -0.292, 0.110, 0.233, 0.217, 0.240, 0.212, 0.246, 0.478, -0.012, -0.046], "total_charge": 0, "relative_energy_kcal_mol": 0.0, "gap_ev": [7.889, 7.624], "e_lumo_ev": [-1.420, -1.474], "total_energy_ev": -23459.4026, "largest_force_ev_per_a": 3.1}

=====

{"formula": "C50H118N4O4", "method": "the ωB97M-V functional and the def2-TZVPD basis", "elements": ["C", "C", "N", "O", "H", "H", "H", "H", "H", "C", "C", "N", "O", "H", "H", "H", "H", "H", "C", "C", "N", "O", "H", "H", "H", "H", "H", "C", "C", "N", "O", "H", "H", "H", "H", "H", "C", "C", "C", "C", "C", "C", "H", "H", "H", "H", "H", "H", "H", "H", "H", "H", "H", "H", "H", "H", "C", "C", "C", "C", "C", "C", "H", "H", "H", "H", "H", "H", "H", "H", "H", "H", "H", "H", "H", "H", "C", "C", "C", "C", "C", "C", "H", "H", "H", "H", "H", "H", "H", "H", "H", "H", "H", "H", "H", "H", "C", "C", "C", "C", "C", "C", "H", "H", "H", "H", "H", "H", "H", "H", "H", "H", "H", "H", "H", "H", "C", "C", "C", "C", "C", "C", "H", "H", "H", "H", "H", "H", "H", "H", "H", "H", "H", "H", "H", "H", "C", "C", "C", "C", "C", "C", "H", "H", "H", "H", "H", "H", "H", "H", "H", "H", "H", "H", "H", "H", "C", "C", "C", "C", "C", "C", "H", "H", "H", "H", "H", "H", "H", "H", "H", "H", "H", "H", "H", "H"], "positions_angstrom": [[3.1401, -5.2655, -0.4578], [2.5371, -6.5639, -0.9188], [3.3229, -7.6625, -1.0904], [1.3338, -6.6756, -1.0544], [3.8727, -5.3437, 0.3490], [2.3129, -4.7251, 0.0051], [3.5298, -4.6394, -1.2584], [4.3050, -7.6504, -0.8904], [2.8614, -8.5429, -1.2295], [-2.1302, -1.4776, 4.1660], [-3.1715, -0.4782, 4.6194], [-3.6670, -0.6827, 5.8838], [-3.5791, 0.4447, 3.9335], [-1.2666, -1.4955, 4.8262], [-1.7965, -1.3126, 3.1442], [-2.6452, -2.4433, 4.0944], [-4.4548, -0.0945, 6.0994], [-3.4986, -1.5236, 6.4001], [2.0755, 4.1302, 3.9681], [0.5899, 4.0346, 3.7219], [-0.1172, 3.0977, 4.4125], [0.0652, 4.6942, 2.8405], [2.2677, 4.5467, 4.9616], [2.5092, 4.8209, 3.2532], [2.5688, 3.1612, 3.8860], [0.2980, 2.4474, 5.0499], [-1.1031, 3.0325, 4.2223], [-3.4976, -5.8387, -2.0756], [-3.2998, -6.6567, -0.8319], [-2.1025, -6.5649, -0.1862], [-4.2094, -7.3480, -0.3987], [-4.4265, -5.2804, -1.9608], [-3.6164, -6.4809, -2.9447], [-2.8086, -5.0141, -2.2864], [-1.3800, -5.9521, -0.5192], [-2.0212, -7.0170, 0.7057], [-5.2000, 6.2584, -5.4297], [-4.4787, 7.1881, -4.4237], [-3.2200, 6.5623, -3.8375], [-3.4354, 5.3531, -2.9565], [-2.1544, 4.6080, -2.5734], [-1.5212, 3.8456, -3.7459], [-4.7225, 6.3122, -6.4096], [-6.2463, 6.5443, -5.5291], [-5.1566, 5.2144, -5.1227], [-4.1651, 8.0622, -5.0018], [-5.2017, 7.5265, -3.6794], [-2.6268, 7.2805, -3.2584], [-2.5678, 6.2916, -4.6796], [-3.9346, 5.6781, -2.0376], [-4.1070, 4.6528, -3.4646], [-1.4465, 5.3555, -2.1931], [-2.3900, 3.9155, -1.7620], [-1.0340, 4.5230, -4.4512], [-0.7908, 3.1144, -3.4054], [-2.3173, 3.3452, -4.3074], [1.5028, 6.5447, -0.4572], [3.0194, 6.6054, -0.4462], [3.6909, 7.2701, -1.6154], [3.5661, 6.4658, -2.9059], [4.1432, 7.1880, -4.1121], [4.0824, 6.3929, -5.4233], [1.0687, 6.0033, 0.3843], [1.1635, 6.0400, -1.3686], [1.0415, 7.5371, -0.4509], [3.3638, 7.0178, 0.5156], [3.4294, 5.5926, -0.2898], [4.7471, 7.4156, -1.3619], [3.2921, 8.2808, -1.7646], [3.9575, 5.4532, -2.7604], [2.4987, 6.3617, -3.1441], [3.5095, 8.0788, -4.2326], [5.1481, 7.5993, -3.9684], [4.7496, 6.7900, -6.1839], [4.4648, 5.3860, -5.2124], [3.0534, 6.3045, -5.7650], [2.9321, -9.6731, 3.3433], [1.7703, -8.6827, 3.4161], [2.1549, -7.2524, 3.0481], [0.9431, -6.3194, 3.1680], [1.3788, -4.8791, 3.3903], [0.2577, -3.9176, 3.8070], [3.6819, -9.5566, 4.1251], [3.4470, -9.5988, 2.3749], [2.5769, -10.7071, 3.3186], [1.0152, -9.0420, 2.7104], [1.3672, -8.6385, 4.4303], [2.5080, -7.1691, 2.0182], [2.8662, -6.8603, 3.7813], [0.3414, -6.3923, 2.2504], [0.2401, -6.6215, 3.9547], [2.1647, -4.8852, 4.1523], [1.8076, -4.5062, 2.4528], [-0.3300, -4.3568, 4.6172], [0.6155, -2.9313, 4.0876], [-0.4080, -3.8716, 2.9382], [-5.9167, 1.7473, 0.5907], [-5.0635, 0.7511, -0.2177], [-5.6570, -0.6503, -0.0186], [-5.2767, -1.2325, 1.3465], [-6.0499, -2.4872, 1.6999], [-5.8041, -2.9357, 3.1380], [-6.2483, 1.3569, 1.5529], [-6.8531, 1.9238, 0.0474], [-5.4369, 2.7146, 0.7360], [-5.1268, 1.0873, -1.2528], [-4.0338, 0.7812, 0.1472], [-5.2783, -1.3471, -0.7691], [-6.7474, -0.5781, -0.0243], [-4.1890, -1.3760, 1.4177], [-5.4625, -0.4661, 2.1067], [-7.1083, -2.3184, 1.4743], [-5.7781, -3.3355, 1.0722], [-4.7816, -3.3249, 3.2060], [-5.9107, -2.1334, 3.8699], [-6.4485, -3.7730, 3.4119], [-1.0334, -2.7307, 0.3102], [-0.1990, -1.5377, 0.7726], [-0.9258, -0.2497, 0.4994], [-0.1555, 0.9953, 0.8756], [0.6712, 1.5154, -0.2926], [1.5288, 2.7320, 0.0023], [-1.3581, -2.6473, -0.7279], [-1.9240, -2.8176, 0.9498], [-0.5367, -3.6981, 0.4461], [0.0418, -1.7092, 1.8267], [0.7719, -1.5958, 0.2645], [-1.8343, -0.2343, 1.1247], [-1.3599, -0.2374, -0.5045], [-0.8655, 1.7881, 1.1352], [0.5159, 0.8811, 1.7342], [1.2741, 0.7042, -0.7286], [-0.0106, 1.7667, -1.1165], [2.4108, 2.4533, 0.5872], [1.8304, 3.2742, -0.8906], [0.9070, 3.3651, 0.6445], [6.9051, 1.5354, 2.8601], [6.8927, 0.6203, 1.6443], [6.5390, -0.8168, 1.9839], [5.1566, -1.0300, 2.5917], [4.0007, -0.4130, 1.7929], [3.6962, -1.1566, 0.4742], [5.9203, 1.6434, 3.3165], [7.1365, 2.5565, 2.5353], [7.6792, 1.2393, 3.5658], [6.1529, 0.9978, 0.9336], [7.8707, 0.6808, 1.1651], [7.2592, -1.2500, 2.6976], [6.7147, -1.4877, 1.1328], [4.9317, -2.0897, 2.7306], [5.1080, -0.5628, 3.5801], [3.1277, -0.4750, 2.4585], [4.0861, 0.6591, 1.6057], [4.6329, -1.4899, 0.0274], [3.0078, -1.9826, 0.6468], [3.2103, -0.4552, -0.2081], [-3.5585, -1.0456, -2.9549], [-2.4160, -0.0678, -3.2617], [-1.0749, -0.7866, -3.4204], [0.0671, 0.1346, -3.7753], [1.4816, -0.4484, -3.6170], [2.5721, 0.6111, -3.7586], [-3.6423, -1.7786, -3.7594], [-4.4908, -0.4902, -2.8838], [-3.3327, -1.5676, -2.0219], [-2.6617, 0.4610, -4.1887], [-2.3311, 0.6571, -2.4463], [-1.1155, -1.6303, -4.1194], [-0.8686, -1.2458, -2.4420], [0.1457, 0.5221, -4.8025], [0.0007, 1.0595, -3.1869], [1.6928, -0.8701, -2.6245], [1.5585, -1.2311, -4.3790], [3.5733, 0.2319, -3.5721], [2.5205, 1.1423, -4.7168], [2.3690, 1.4199, -3.0433]], "mulliken_charge": [-0.451, 0.371, -0.374, -0.594, 0.415, -0.323, 0.517, 0.201, 0.249, -0.668, 0.399, -0.397, -0.610, 0.590, -0.125, 0.295, 0.258, 0.201, -0.995, 0.789, -0.313, -0.623, 0.402, 0.200, 0.212, 0.165, 0.193, -0.897, 0.654, -0.096, -0.664, 0.271, 0.303, 0.244, 0.059, 0.132, -1.096, -0.565, -0.504, -0.657, 0.125, -0.775, 0.317, 0.312, 0.301, 0.289, 0.377, 0.296, 0.254, 0.331, 0.208, -0.105, 0.264, 0.394, -0.036, 0.282, -0.775, -0.271, -0.808, -0.189, -0.563, -1.185, 0.199, -0.010, 0.435, 0.370, 0.143, 0.314, 0.289, 0.330, 0.113, 0.272, 0.421, 0.373, 0.281, 0.288, -1.302, -0.388, -0.268, -0.332, -0.261, -0.942, 0.346, 0.271, 0.384, 0.277, 0.322, -0.060, 0.399, -0.092, 0.483, 0.578, -0.263, 0.469, 0.402, -0.029, -1.608, 0.778, -0.825, 0.833, -0.672, -1.075, 0.328, 0.414, 0.384, 0.285, -0.460, 0.167, 0.421, -0.507, 0.101, 0.451, 0.227, 0.122, 0.301, 0.406, -1.258, 0.461, 2.181, -1.729, 2.108, -1.204, 0.460, 0.072, 0.116, 0.549, -0.348, -0.527, -0.983, 0.464, 0.354, -0.516, -0.926, -0.055, 0.471, 0.198, -1.122, -0.320, -0.800, -1.084, -0.010, -0.082, 0.211, 0.384, 0.299, 0.201, 0.390, 0.415, 0.320, 0.366, 0.419, 0.280, 0.090, 0.524, -0.216, -0.261, -1.156, 0.023, -0.201, 0.373, -0.168, -1.229, 0.503, 0.332, -0.064, 0.550, -0.036, 0.703, -0.538, 0.584, -0.972, -0.101, 0.561, 0.370, 0.427, 0.059], "total_charge": 0, "gap_ev": 9.777, "e_lumo_ev": 0.319, "total_energy_ev": -67917.7366, "largest_force_ev_per_a": 2.0}